Entry from the Open Molecules 2025 dataset: a molecular structure, C4H13N3O at a distorted geometry (the ωB97M-V functional and the def2-TZVPD basis).

Atoms and positions in Å:
C -0.91 1.95 0.06
C -1.66 0.35 -0.75
N 0.14 1.66 0.90
O -1.97 2.61 0.61
H -2.13 2.30 1.50
H -0.61 2.46 -0.85
H 0.93 1.21 0.39
H -0.10 1.11 1.72
H -2.02 -0.15 0.15
H -1.47 -0.38 -1.53
H -2.53 0.84 -1.19
C 0.80 -1.89 0.98
C 1.55 -1.50 -0.27
N 1.18 -0.27 -0.79
N 2.42 -2.31 -0.74
H 0.05 -0.04 -0.80
H 1.63 -0.04 -1.67
H 2.86 -1.96 -1.59
H 1.09 -2.89 1.28
H 1.03 -1.19 1.79
H -0.28 -1.86 0.80

Calculated values
Molecular weight ... 119.17 g/mol
Total energy ... -10874.409 eV
Largest force on an atom ... 3.6 eV/Å
Orbital gap ... 0.3476 hartree
Multiplicity ... 1
Energy relative to the best compared isomer or geometry (same formula, charge and spin) ... 75.4 kcal/mol

For each atom in turn, the Mulliken charge in e is: number 1, C, carries -0.165; number 2, C, carries -1.299; number 3, N, carries -0.566; number 4, O, carries -0.458; number 5, H, carries 0.311; number 6, H, carries 0.343; number 7, H, carries 0.523; number 8, H, carries 0.259; number 9, H, carries 0.231; number 10, H, carries 0.446; number 11, H, carries 0.420; number 12, C, carries -0.845; number 13, C, carries 0.599; number 14, N, carries -0.429; number 15, N, carries -0.689; number 16, H, carries 0.212; number 17, H, carries 0.147; number 18, H, carries 0.204; number 19, H, carries 0.306; number 20, H, carries 0.203; number 21, H, carries 0.245